No. 1
This record from the Open Molecules 2025 dataset describes one molecule with the formula C28H34O15. The level of theory is ωB97M-V with the def2-TZVPD basis set.

Values from the calculation:
LUMO = 0.25 eV
SMILES string = COc1ccc([C@@H]2CC(=O)c3c(O)cc(O[C@H]4O[C@@H](CO[C@H]5O[C@@H](C)[C@H](O)[C@@H](O)[C@H]5O)[C@H](O)[C@@H](O)[C@@H]4O)cc3O2)cc1O
Kohn-Sham gap = 8.676 eV
E_HOMO = -0.3097 Eh

Last columns: bonded neighbours and bond lengths (Å).
CARTESIAN COORDINATES (ANGSTROEM)
1 C -7.4826 -3.2013 1.6798  O2 1.406, H44 1.094, H45 1.094, H46 1.089
2 O -7.3260 -2.2982 0.6142  C1 1.406, C3 1.375
3 C -6.3241 -1.3601 0.7031  O2 1.375, C4 1.384, C42 1.404
4 C -5.4149 -1.2381 1.7389  C3 1.384, C5 1.385, H47 1.078
5 C -4.4601 -0.2348 1.7062  C4 1.385, C6 1.387, H48 1.079
6 C -4.3914 0.6555 0.6453  C5 1.387, C7 1.519, C41 1.389
7 C -3.3195 1.7306 0.6971  C6 1.519, C8 1.523, O40 1.431, H49 1.098
8 C -3.1222 2.4880 -0.6090  C7 1.523, C9 1.512, H50 1.095, H51 1.088
9 C -2.6613 1.5262 -1.6806  C8 1.512, O10 1.226, C11 1.448
10 O -3.0010 1.6324 -2.8535  C9 1.226
11 C -1.7181 0.5365 -1.2032  C9 1.448, C12 1.414, C39 1.410
12 C -0.9995 -0.2658 -2.1189  C11 1.414, O13 1.332, C14 1.393
13 O -1.2781 -0.2461 -3.4216  C12 1.332, H52 0.990
14 C 0.0516 -1.0659 -1.6757  C12 1.393, C15 1.384, H53 1.077
15 C 0.3913 -1.0593 -0.3339  C14 1.384, O16 1.366, C38 1.395
16 O 1.4558 -1.7275 0.2005  C15 1.366, C17 1.406
17 C 2.1353 -2.7174 -0.5316  O16 1.406, O18 1.388, C36 1.543, H54 1.105
18 O 2.7697 -2.2858 -1.6880  C17 1.388, C19 1.426
19 C 3.9146 -1.4427 -1.5819  O18 1.426, C20 1.542, C32 1.547, H55 1.096
20 C 3.5372 0.0529 -1.5752  C19 1.542, O21 1.415, H56 1.097, H57 1.095
21 O 3.4083 0.5656 -0.2628  C20 1.415, C22 1.409
22 C 3.9497 1.8541 -0.0817  O21 1.409, O23 1.390, C30 1.535, H58 1.104
23 O 3.3450 2.8175 -0.8803  C22 1.390, C24 1.430
24 C 2.1026 3.3576 -0.4221  O23 1.430, C25 1.524, C26 1.529, H59 1.100
25 C 1.1946 3.5413 -1.6322  C24 1.524, H60 1.087, H61 1.085, H62 1.085
26 C 1.4377 2.4569 0.6194  C24 1.529, O27 1.406, C28 1.538, H63 1.098
27 O 0.2238 3.0577 0.9981  C26 1.406, H64 0.966
28 C 2.3520 2.2356 1.8367  C26 1.538, O29 1.406, C30 1.554, H65 1.103
29 O 1.9619 1.0398 2.4645  C28 1.406, H66 0.969
30 C 3.8462 2.1905 1.4125  C22 1.535, C28 1.554, O31 1.396, H67 1.096
31 O 4.5866 1.3128 2.2063  C30 1.396, H68 0.979
32 C 4.9020 -1.8275 -0.4553  C19 1.547, O33 1.402, C34 1.547, H69 1.095
33 O 5.8293 -2.7756 -0.9112  C32 1.402, H70 0.969
34 C 4.2141 -2.3398 0.8316  C32 1.547, O35 1.397, C36 1.540, H71 1.097
35 O 3.7210 -1.3293 1.6614  C34 1.397, H72 0.975
36 C 3.1202 -3.3601 0.4672  C17 1.543, C34 1.540, O37 1.407, H73 1.101
37 O 3.7418 -4.4921 -0.0910  C36 1.407, H74 0.964
38 C -0.3499 -0.3270 0.5944  C15 1.395, C39 1.382, H75 1.077
39 C -1.4026 0.4599 0.1685  C11 1.410, C38 1.382, O40 1.350
40 O -2.0795 1.1493 1.1113  C7 1.431, C39 1.350
41 C -5.2956 0.5297 -0.4015  C6 1.389, C42 1.385, H76 1.076
42 C -6.2584 -0.4655 -0.3776  C3 1.404, C41 1.385, O43 1.356
43 O -7.1364 -0.5686 -1.4060  C42 1.356, H77 0.968
44 H -7.6923 -2.6767 2.6168  C1 1.094
45 H -6.5978 -3.8328 1.8043  C1 1.094
46 H -8.3356 -3.8246 1.4148  C1 1.089
47 H -5.4399 -1.9145 2.5784  C4 1.078
48 H -3.7544 -0.1464 2.5169  C5 1.079
49 H -3.5621 2.4335 1.5053  C7 1.098
50 H -2.3241 3.2240 -0.4655  C8 1.095
51 H -4.0257 3.0122 -0.9142  C8 1.088
52 H -2.0034 0.4108 -3.5723  O13 0.990
53 H 0.6039 -1.6394 -2.4014  C14 1.077
54 H 1.4134 -3.4705 -0.8954  C17 1.105
55 H 4.4300 -1.6314 -2.5309  C19 1.096
56 H 2.5922 0.1797 -2.1171  C20 1.097
57 H 4.3153 0.6138 -2.1027  C20 1.095
58 H 5.0080 1.8511 -0.3964  C22 1.104
59 H 2.3000 4.3359 0.0405  C24 1.100
60 H 0.9596 2.5752 -2.0718  C25 1.087
61 H 0.2754 4.0250 -1.3174  C25 1.085
62 H 1.6962 4.1537 -2.3746  C25 1.085
63 H 1.2478 1.4748 0.1665  C26 1.098
64 H -0.2181 2.4613 1.6169  O27 0.966
65 H 2.2084 3.0784 2.5336  C28 1.103
66 H 2.6938 0.7607 3.0347  O29 0.969
67 H 4.2891 3.1831 1.5508  C30 1.096
68 H 4.3959 0.3900 1.9396  O31 0.979
69 H 5.4890 -0.9386 -0.1994  C32 1.095
70 H 5.3894 -3.6385 -0.9387  O33 0.969
71 H 4.9862 -2.8586 1.4135  C34 1.097
72 H 2.9380 -0.9287 1.2407  O35 0.975
73 H 2.5613 -3.6176 1.3799  C36 1.101
74 H 3.0734 -5.1282 -0.3719  O37 0.964
75 H -0.0665 -0.3495 1.6329  C38 1.077
76 H -5.2887 1.1824 -1.2572  C41 1.076
77 H -7.7286 -1.3113 -1.2211  O43 0.968


No. 2
This record from the Open Molecules 2025 dataset describes a 2-piece molecular cluster, C4H8O2 overall in a non-equilibrium geometry. The level of theory is ωB97M-V with the def2-TZVPD basis set.

Values from the calculation:
LUMO = 0.80 eV
SMILES string = C=C/C=C/O.O
Kohn-Sham gap = 8.973 eV
E_HOMO = -0.3003 Eh

Last columns: bonded neighbours and bond lengths (Å).
CARTESIAN COORDINATES (ANGSTROEM)
1 C 0.8778 -2.0950 0.1909  C2 1.324, H6 1.073, H7 1.121
2 C 0.4335 -1.1461 1.0003  C1 1.324, C3 1.468, H8 1.070
3 C -0.6395 -0.2651 0.5230  C2 1.468, C4 1.324, H9 1.087
4 C -0.8971 0.8536 1.1824  C3 1.324, O5 1.366, H10 1.090
5 O -1.9281 1.6983 0.8827  C4 1.366, H11 0.985
6 H 1.7677 -2.6875 0.2863  C1 1.073
7 H 0.4358 -2.2566 -0.8264  C1 1.121
8 H 0.7832 -0.9138 1.9841  C2 1.070
9 H -1.1950 -0.5828 -0.3552  C3 1.087
10 H -0.3832 1.3197 2.0238  C4 1.090
11 H -2.6567 1.1938 0.4521  O5 0.985
12 O 1.0873 1.2981 -2.2924  H13 0.959, H14 0.961
13 H 1.4409 1.4448 -3.1716  O12 0.959
14 H 0.8731 2.1387 -1.8800  O12 0.961


No. 3
This record from the Open Molecules 2025 dataset describes one molecule with the formula C3H6OS in a non-equilibrium geometry. The level of theory is ωB97M-V with the def2-TZVPD basis set.

Values from the calculation:
LUMO = -0.42 eV
SMILES string = CC(=S)CO
Kohn-Sham gap = 8.416 eV
E_HOMO = -0.3248 Eh

Last columns: bonded neighbours and bond lengths (Å).
CARTESIAN COORDINATES (ANGSTROEM)
1 C 0.0113 1.6986 0.0157  C2 1.493, H6 1.124, H7 1.081, H8 1.120
2 C 0.2070 0.2225 0.1192  C1 1.493, S3 1.633, C4 1.511
3 S 1.6423 -0.5237 -0.1063  C2 1.633
4 C -1.0343 -0.5360 0.5280  C2 1.511, O5 1.421, H9 1.139, H10 1.104
5 O -2.1218 -0.4144 -0.3788  C4 1.421, H11 0.963
6 H -1.1067 1.7719 -0.0710  C1 1.124
7 H 0.4312 2.1847 0.8854  C1 1.081
8 H 0.4416 2.0612 -0.9525  C1 1.120
9 H -0.8687 -1.6571 0.6383  C4 1.139
10 H -1.4962 -0.2808 1.4979  C4 1.104
11 H -1.8075 -0.6958 -1.2439  O5 0.963